[1]
C28H23ClN5O4PSZr | the ωB97M-V functional and the def2-TZVPD basis

Computed properties:
- Energy: -2901.84795 hartree
- Energy above the lowest of the compared OMol25 structures with the same formula, charge and spin: 23.3 kJ/mol

Geometry as ORCA input:
```
! RIJCOSX wB97M-V def2-TZVPD def2/J DEFGRID3
* xyz 2 1
Zr -0.21 0.27 -0.19
Cl -0.83 -0.71 2.24
C -1.69 0.45 3.29
C -1.74 0.14 4.63
C -2.38 1.04 5.47
C -2.94 2.21 4.97
C -2.88 2.48 3.61
C -2.25 1.59 2.74
P -2.11 1.88 0.97
C -2.25 3.61 0.57
C -1.07 4.35 0.43
C -1.14 5.70 0.15
C -2.37 6.32 0.01
C -3.55 5.59 0.15
C -3.49 4.23 0.42
C -3.48 0.97 0.19
C -4.16 -0.05 0.86
C -5.07 -0.85 0.17
C -5.30 -0.63 -1.18
C -4.64 0.39 -1.85
C -3.73 1.19 -1.17
H -1.28 -0.76 5.02
H -2.42 0.83 6.53
H -3.42 2.90 5.64
H -3.30 3.40 3.22
H -0.10 3.87 0.54
H -0.23 6.28 0.04
H -2.42 7.38 -0.21
H -4.51 6.08 0.03
H -4.41 3.66 0.52
H -4.00 -0.21 1.92
H -5.60 -1.63 0.70
H -6.02 -1.25 -1.71
H -4.86 0.58 -2.90
H -3.24 2.01 -1.69
C -3.25 -3.76 -2.64
C -2.50 -2.60 -3.17
N -2.32 -2.29 -4.41
N -1.55 -1.16 -4.39
C -1.25 -0.75 -3.17
S -0.31 0.61 -2.71
N -1.84 -1.67 -2.38
N -1.81 -1.57 -0.98
H -3.73 -4.27 -3.47
H -4.02 -3.44 -1.93
H -2.58 -4.46 -2.15
H -1.26 -0.74 -5.26
H -2.75 -1.33 -0.65
H -1.59 -2.49 -0.61
O 4.77 -4.75 -0.32
C 5.04 -3.59 -0.02
O 6.06 -2.94 0.22
C 3.75 -2.70 0.06
C 2.49 -3.30 0.04
C 1.37 -2.51 0.07
N 1.43 -1.16 0.10
C 2.68 -0.57 0.15
C 3.83 -1.30 0.15
C 2.65 0.92 0.19
O 3.55 1.66 0.30
O 1.30 1.35 0.09
H 2.45 -4.38 -0.03
H 0.38 -2.95 0.09
H 4.81 -0.84 0.20
*
```

Atomic partial charges in e from the natural (NBO) method, atoms 1 to 4: number 1, Zr, carries 1.988; number 2, Cl, carries 0.063; number 3, C, carries 0.113; number 4, C, carries -0.255


[2]
C28H23GaN4PS | the ωB97M-V functional and the def2-TZVPD basis

Computed properties:
- Energy: -3963.31023 hartree

Geometry as ORCA input:
```
! RIJCOSX wB97M-V def2-TZVPD def2/J DEFGRID3
* xyz 3 1
Ga 0.64 1.18 -0.84
N -1.11 2.39 -0.25
C -2.39 1.74 -0.53
C -3.55 2.49 -0.53
C -4.77 1.89 -0.83
C -4.82 0.54 -1.17
C -3.66 -0.21 -1.19
C -2.44 0.38 -0.86
P -0.97 -0.63 -0.90
C -1.08 -1.87 -2.17
C -1.19 -1.50 -3.52
C -1.37 -2.49 -4.47
C -1.45 -3.82 -4.09
C -1.35 -4.18 -2.75
C -1.15 -3.22 -1.78
C -0.55 -1.38 0.68
C 0.76 -1.87 0.83
C 1.10 -2.57 1.97
C 0.14 -2.78 2.96
C -1.15 -2.29 2.81
C -1.51 -1.58 1.67
H -1.14 3.33 -0.63
H -1.00 2.52 0.76
H -3.53 3.54 -0.29
H -5.68 2.48 -0.81
H -5.77 0.08 -1.42
H -3.69 -1.25 -1.48
H -1.13 -0.46 -3.81
H -1.45 -2.22 -5.52
H -1.60 -4.59 -4.84
H -1.42 -5.22 -2.46
H -1.07 -3.49 -0.74
H 1.48 -1.73 0.03
H 2.10 -2.96 2.09
H 0.40 -3.33 3.85
H -1.89 -2.47 3.58
H -2.52 -1.21 1.54
N 3.98 1.84 1.27
C 3.33 1.45 2.43
C 3.77 1.31 3.74
C 2.82 0.97 4.68
C 1.47 0.77 4.33
C 1.04 0.90 3.03
C 1.99 1.24 2.07
N 1.88 1.50 0.70
C 3.10 1.86 0.28
C 3.26 2.31 -1.09
C 4.30 2.90 -1.72
S 3.87 3.33 -3.32
C 2.32 2.70 -3.07
N 2.13 2.20 -1.87
H 4.97 2.05 1.20
H 4.80 1.48 4.02
H 3.11 0.86 5.72
H 0.76 0.52 5.10
H 0.00 0.75 2.76
H 5.29 3.13 -1.33
H 1.56 2.71 -3.84
*
```

Atomic partial charges in e from the natural (NBO) method, atoms 1 to 4: number 1, Ga, carries 1.530; number 2, N, carries -0.887; number 3, C, carries 0.127; number 4, C, carries -0.207


[3]
C28H23GeN4RuS2Se | the ωB97M-V functional and the def2-TZVPD basis

Computed properties:
- Energy: -6669.31709 hartree
- Energy above the lowest of the compared OMol25 structures with the same formula, charge and spin: 218.1 kJ/mol

Geometry as ORCA input:
```
! RIJCOSX wB97M-V def2-TZVPD def2/J DEFGRID3
* xyz -2 2
Ru -0.34 -1.25 1.63
C 3.11 1.25 4.48
S 3.27 -0.56 4.67
C 1.90 -1.03 3.68
S 1.78 -0.31 2.07
N 1.09 -1.91 4.16
N 0.07 -2.22 3.38
C -0.86 -3.10 3.78
C -1.94 -3.30 2.93
C -3.00 -4.20 3.20
C -4.04 -4.32 2.33
C -4.02 -3.56 1.14
C -2.96 -2.71 0.91
N -1.93 -2.57 1.75
H 3.99 1.71 4.93
H 2.20 1.58 4.99
H 3.05 1.46 3.42
H -0.76 -3.60 4.74
H -2.97 -4.76 4.12
H -4.87 -4.99 2.53
H -4.83 -3.63 0.42
H -2.91 -2.11 0.01
C -0.20 -1.22 -0.41
Ge 0.33 0.30 -1.41
C 0.35 0.22 -3.43
C 0.77 1.35 -4.12
C 0.80 1.39 -5.50
C 0.40 0.28 -6.23
C -0.02 -0.86 -5.56
C -0.04 -0.88 -4.17
C 2.29 0.67 -1.08
C 2.81 1.68 -0.28
C 4.14 1.66 0.11
C 4.98 0.64 -0.29
C 4.47 -0.37 -1.10
C 3.15 -0.34 -1.49
C -0.93 1.84 -1.14
C -2.22 1.62 -1.62
C -3.25 2.49 -1.33
C -3.01 3.62 -0.56
C -1.73 3.86 -0.10
C -0.71 2.97 -0.37
H 1.09 2.22 -3.55
H 1.12 2.28 -6.02
H 0.41 0.30 -7.31
H -0.34 -1.73 -6.12
H -0.37 -1.77 -3.65
H 2.18 2.48 0.07
H 4.52 2.45 0.75
H 6.01 0.61 0.04
H 5.12 -1.18 -1.42
H 2.75 -1.15 -2.10
H -2.41 0.73 -2.21
H -4.25 2.29 -1.71
H -3.82 4.28 -0.30
H -1.53 4.74 0.50
H 0.28 3.16 0.03
Se -4.00 1.85 3.20
C -2.58 1.07 2.54
N -1.62 0.60 2.10
*
```

Atomic partial charges in e from the natural (NBO) method, atoms 1 to 4: number 1, Ru, carries 0.551; number 2, C, carries -0.735; number 3, S, carries 0.189; number 4, C, carries -0.114


[4]
C28H23N11O2PtS | the ωB97M-V functional and the def2-TZVPD basis

Computed properties:
- Energy: -2351.16281 hartree
- Energy above the lowest of the compared OMol25 structures with the same formula, charge and spin: 0.0 kJ/mol

Geometry as ORCA input:
```
! RIJCOSX wB97M-V def2-TZVPD def2/J DEFGRID3
* xyz 0 1
Pt -0.28 0.77 -0.15
N 1.25 3.82 2.53
C 0.62 2.81 1.85
S 1.41 2.17 0.44
N -0.52 2.40 2.30
N -1.12 1.42 1.52
C -2.26 1.01 1.95
C -3.12 0.03 1.34
C -4.33 -0.22 2.02
C -5.26 -1.11 1.57
C -4.99 -1.80 0.37
C -3.83 -1.58 -0.32
C -2.85 -0.66 0.13
O -1.78 -0.53 -0.59
H 2.23 3.96 2.35
H 0.91 4.03 3.44
H -2.61 1.49 2.86
H -4.52 0.33 2.94
H -6.18 -1.29 2.11
H -5.71 -2.52 -0.01
H -3.62 -2.11 -1.24
C 1.20 -0.43 -5.43
N 0.79 0.18 -4.17
C 0.57 -0.35 -2.97
N 0.28 0.61 -2.12
C 0.38 1.75 -2.86
N 0.68 1.53 -4.11
C 2.68 -0.32 -5.69
C 3.14 0.35 -6.81
C 4.50 0.47 -7.06
C 5.41 -0.08 -6.19
C 4.96 -0.76 -5.06
C 3.60 -0.88 -4.81
C 5.92 -1.35 -4.13
N 7.21 -1.38 -4.18
N 7.63 -2.06 -3.05
C 6.57 -2.39 -2.40
O 5.44 -1.97 -3.03
C 6.41 -3.13 -1.15
C 7.51 -3.50 -0.39
C 7.31 -4.18 0.80
C 6.02 -4.49 1.23
C 4.92 -4.13 0.46
C 3.51 -4.46 0.88
N 2.67 -3.28 0.94
C 1.86 -2.76 0.01
N 1.35 -1.62 0.43
C 1.91 -1.48 1.65
N 2.72 -2.45 2.01
C 5.13 -3.45 -0.72
H 0.64 0.08 -6.21
H 0.87 -1.47 -5.41
H 0.57 -1.41 -2.76
H 0.20 2.73 -2.45
H 2.42 0.80 -7.49
H 4.84 1.00 -7.94
H 6.48 0.00 -6.36
H 3.26 -1.40 -3.92
H 8.50 -3.25 -0.73
H 8.16 -4.47 1.40
H 5.88 -5.01 2.17
H 3.50 -4.93 1.86
H 3.05 -5.15 0.17
H 1.64 -3.27 -0.92
H 1.71 -0.63 2.29
H 4.27 -3.14 -1.32
*
```

Atomic partial charges in e from the natural (NBO) method, atoms 1 to 4: number 1, Pt, carries 0.769; number 2, N, carries -0.805; number 3, C, carries 0.262; number 4, S, carries -0.217


[5]
C28H23N2O9RuS | the ωB97M-V functional and the def2-TZVPD basis

Computed properties:
- Energy: -2360.50470 hartree
- Energy above the lowest of the compared OMol25 structures with the same formula, charge and spin: 215.2 kJ/mol

Geometry as ORCA input:
```
! RIJCOSX wB97M-V def2-TZVPD def2/J DEFGRID3
* xyz 0 2
Ru -0.68 -0.38 0.82
O -4.35 -0.13 3.26
C -3.14 0.01 2.76
O -2.40 -0.92 2.56
C -2.76 1.45 2.48
O -1.36 1.52 2.45
C -0.84 2.75 1.99
C -0.63 2.73 0.41
O -0.97 3.73 -0.20
O -0.07 1.70 -0.01
H -4.56 -1.07 3.39
H -3.18 2.12 3.24
H -3.20 1.71 1.50
H 0.15 2.86 2.44
H -1.48 3.59 2.27
C -0.60 -3.71 2.28
O -0.56 -3.01 1.06
C 0.33 -3.40 0.09
C 1.11 -4.53 0.12
C 1.96 -4.82 -0.94
C 2.01 -3.99 -2.05
C 1.22 -2.87 -2.10
C 0.38 -2.53 -1.03
N -0.44 -1.44 -1.03
N -0.68 -0.86 -2.16
C -1.64 0.01 -2.40
C -2.52 0.54 -1.37
O -2.49 0.11 -0.16
C -3.46 1.54 -1.74
C -3.63 1.92 -3.04
C -2.86 1.35 -4.08
C -3.08 1.69 -5.43
C -2.36 1.09 -6.43
C -1.37 0.15 -6.12
C -1.11 -0.17 -4.81
C -1.85 0.41 -3.76
H 0.38 -3.74 2.76
H -0.99 -4.73 2.15
H -1.28 -3.14 2.91
H 1.07 -5.20 0.97
H 2.57 -5.70 -0.90
H 2.68 -4.21 -2.86
H 1.23 -2.21 -2.96
H -4.07 1.96 -0.95
H -4.38 2.66 -3.30
H -3.83 2.43 -5.65
H -2.56 1.33 -7.47
H -0.81 -0.32 -6.92
H -0.33 -0.88 -4.57
O 6.30 3.65 2.60
C 5.88 2.72 3.47
O 6.47 2.55 4.50
C 4.68 1.91 3.10
C 3.77 2.26 2.09
C 2.69 1.44 1.80
C 2.50 0.26 2.51
S 1.23 -0.88 2.14
C 3.40 -0.08 3.53
C 4.46 0.74 3.82
H 5.78 3.68 1.79
H 3.89 3.17 1.52
H 2.01 1.71 1.01
H 3.24 -1.00 4.07
H 5.17 0.48 4.60
*
```

Atomic partial charges in e from the natural (NBO) method, atoms 1 to 4: number 1, Ru, carries 1.117; number 2, O, carries -0.653; number 3, C, carries 0.815; number 4, O, carries -0.627


[6]
C28H24AuF8N2O4P2S2 | the ωB97M-V functional and the def2-TZVPD basis

Computed properties:
- Energy: -3905.21922 hartree
- Energy above the lowest of the compared OMol25 structures with the same formula, charge and spin: 87.7 kJ/mol

Geometry as ORCA input:
```
! RIJCOSX wB97M-V def2-TZVPD def2/J DEFGRID3
* xyz 1 3
Au -2.53 -0.26 1.33
C 1.55 1.56 1.65
N 0.73 0.96 0.59
P 1.26 -0.58 -0.04
C 3.00 -0.21 -0.41
C 4.01 -0.67 0.43
C 5.33 -0.35 0.15
C 5.66 0.40 -0.96
C 4.65 0.85 -1.81
C 3.33 0.54 -1.54
C 1.17 -1.67 1.40
C 0.45 -1.27 2.52
C 0.30 -2.13 3.60
C 0.86 -3.39 3.56
C 1.59 -3.79 2.45
C 1.75 -2.94 1.37
P -0.92 1.29 0.46
C -1.11 2.96 1.14
C -0.32 4.00 0.66
C -0.52 5.29 1.14
C -1.51 5.54 2.07
C -2.31 4.51 2.53
C -2.11 3.22 2.08
C -1.20 1.46 -1.32
C -0.34 0.96 -2.28
C -0.65 1.07 -3.62
C -1.84 1.67 -4.00
C -2.72 2.16 -3.04
C -2.40 2.06 -1.70
H 2.18 2.34 1.22
H 2.20 0.81 2.10
H 0.93 2.01 2.43
H 3.77 -1.25 1.31
H 6.10 -0.70 0.82
H 6.69 0.64 -1.18
H 4.89 1.43 -2.68
H 2.56 0.89 -2.21
H -0.01 -0.30 2.57
H -0.25 -1.80 4.46
H 0.72 -4.07 4.39
H 2.04 -4.77 2.42
H 2.32 -3.26 0.52
H 0.44 3.80 -0.08
H 0.09 6.10 0.77
H -1.68 6.54 2.42
H -3.10 4.71 3.24
H -2.73 2.41 2.45
H 0.56 0.45 -1.96
H 0.02 0.68 -4.36
H -2.10 1.74 -5.05
H -3.65 2.61 -3.34
H -3.08 2.44 -0.95
F -5.00 0.25 -0.07
C -4.65 0.21 1.24
F -4.92 1.44 1.74
H -5.29 -0.53 1.74
F -3.16 -4.56 -0.56
C -3.03 -3.27 -0.78
F -3.98 -2.61 -0.11
F -3.19 -3.01 -2.07
S -1.36 -2.69 -0.12
O -1.62 -2.65 1.30
O -1.09 -1.38 -0.69
N -0.36 -3.79 -0.56
S 0.83 -3.56 -1.56
O 1.71 -4.67 -1.58
O 1.46 -2.25 -1.40
C 0.04 -3.43 -3.26
F -1.00 -4.25 -3.33
F -0.40 -2.18 -3.46
F 0.90 -3.73 -4.22
*
```

Atomic partial charges in e from the Mulliken method, atoms 1 to 4: number 1, Au, carries 0.128; number 2, C, carries -1.177; number 3, N, carries 0.151; number 4, P, carries 1.730


[7]
C28H24BF4N3PtSb | the ωB97M-V functional and the def2-TZVPD basis

Computed properties:
- Energy: -2029.47776 hartree
- Energy above the lowest of the compared OMol25 structures with the same formula, charge and spin: 256.7 kJ/mol

Geometry as ORCA input:
```
! RIJCOSX wB97M-V def2-TZVPD def2/J DEFGRID3
* xyz 1 1
Pt -1.34 0.86 -1.17
N -1.10 2.87 1.51
C -0.22 3.20 0.50
C 0.46 4.42 0.57
C 1.34 4.76 -0.42
C 1.57 3.88 -1.48
C 0.89 2.69 -1.48
N 0.03 2.36 -0.50
C -2.24 2.09 1.51
C -3.22 2.34 2.48
C -4.35 1.56 2.51
C -4.51 0.53 1.59
C -3.51 0.34 0.66
N -2.40 1.10 0.64
H -1.10 3.55 2.26
H 0.25 5.09 1.40
H 1.85 5.72 -0.39
H 2.25 4.13 -2.28
H 1.02 1.96 -2.27
H -3.08 3.16 3.18
H -5.12 1.76 3.25
H -5.39 -0.09 1.58
H -3.58 -0.43 -0.10
F -3.22 0.82 -2.65
B -2.67 2.07 -3.14
F -2.65 2.95 -2.02
F -3.33 2.57 -4.20
F -1.29 1.75 -3.42
C 0.32 -5.98 -0.62
C -0.66 -5.35 -1.38
C -0.69 -3.97 -1.46
C 0.25 -3.22 -0.77
C 1.23 -3.85 0.00
C 1.26 -5.23 0.07
Sb 0.31 -1.09 -0.74
C 0.24 -0.85 1.38
C 1.05 -0.01 2.13
C 0.80 0.18 3.48
C -0.27 -0.46 4.09
C -1.09 -1.31 3.35
C -0.83 -1.50 2.00
C 2.31 -0.80 -1.43
C 2.74 -1.62 -2.47
C 4.01 -1.47 -2.99
C 4.87 -0.51 -2.47
C 4.44 0.31 -1.44
C 3.17 0.17 -0.91
H 0.34 -7.06 -0.57
H -1.39 -5.94 -1.92
H -1.45 -3.48 -2.06
H 1.96 -3.26 0.54
H 2.02 -5.72 0.66
H 1.90 0.49 1.67
H 1.45 0.82 4.07
H -0.46 -0.32 5.15
H -1.92 -1.82 3.82
H -1.46 -2.17 1.42
H 2.08 -2.38 -2.87
H 4.34 -2.10 -3.81
H 5.86 -0.39 -2.88
H 5.11 1.06 -1.03
H 2.84 0.83 -0.12
*
```

Atomic partial charges in e from the natural (NBO) method, atoms 1 to 4: number 1, Pt, carries 1.009; number 2, N, carries -0.558; number 3, C, carries 0.411; number 4, C, carries -0.263